[1]
Here is 2 unconnected molecules or ions with the total composition C2H2INO3 at a distorted geometry from the Open Molecules 2025 dataset. Energies are from ωB97M-V/def2-TZVPD.

Element x y z (Å)
C  -1.92824  0.65528  -0.66675
C  -0.29480  -0.30579  0.16605
N  -0.37408  -1.49965  -0.62356
O  -1.62749  1.39272  -1.50933
O  -1.16370  -2.31185  -0.21063
O  0.30592  -1.63565  -1.60408
I  -3.56146  -0.07662  0.19454
H  -0.41707  -0.61962  1.14458
H  0.60180  0.19895  -0.10678

## Properties
**Gap between HOMO and LUMO**: 9.24 eV
**HOMO energy**: -9.91 eV
**Relative energy (zero: lowest compared OMol25 entry of this formula, charge and spin)**: 511.50 kJ/mol

Atomic partial charges in e from the Löwdin method, atoms 1 to 8:
1 C -0.855
2 C 0.004
3 N -0.514
4 O 0.057
5 O -0.002
6 O 0.078
7 I 1.068
8 H 0.069

---

[2]
Here is a molecular structure, C24H19Cl4NO2PSeZr at a distorted geometry from the Open Molecules 2025 dataset. Energies are from ωB97M-V/def2-TZVPD.

Element x y z (Å)
Zr  0.24369  -0.00829  0.55684
Cl  1.56422  0.12937  6.74433
C  1.46127  0.67700  5.08536
C  2.46516  1.48973  4.57652
Cl  3.79410  1.98795  5.56988
C  2.42127  1.88647  3.23609
Cl  3.71270  2.77806  2.50004
C  1.34742  1.53014  2.44175
O  1.25826  1.73532  1.12787
C  0.26409  0.83974  3.03205
O  -0.78047  0.65994  2.20528
C  0.35801  0.29549  4.31278
Cl  -2.23255  1.26783  5.45073
C  -1.96920  -0.58946  -3.55773
C  -2.89095  -1.58134  -3.25824
C  -3.01003  -2.00403  -1.94323
C  -2.18067  -1.47195  -0.95976
C  -1.18266  -0.50752  -1.23052
C  -1.14771  -0.07370  -2.55966
C  -2.38168  -1.85696  0.46204
C  -3.74221  -2.11221  0.97670
C  -4.00076  -1.89532  2.26691
C  -2.91577  -1.51868  3.17075
C  -3.11154  -1.02898  4.39478
C  -1.97889  -0.53054  5.23702
C  -0.55715  -0.87897  4.72110
C  -0.51942  -1.71588  3.46156
C  -1.56718  -1.76164  2.64861
N  -1.36630  -1.76804  1.23741
H  -1.88263  -0.21680  -4.57275
H  -3.52013  -2.00697  -4.03060
H  -3.74166  -2.76331  -1.68900
H  -0.45038  0.70112  -2.84237
H  -4.53742  -2.32787  0.27714
H  -5.01480  -1.93479  2.64955
H  -4.11374  -0.93607  4.79862
H  -2.08094  -0.87800  6.26165
H  -0.03399  -1.38715  5.52797
H  0.46579  -1.93417  3.06228
Se  2.01410  -1.70318  0.86486
C  3.60684  0.70852  -1.28299
P  1.93210  1.38232  -1.58517
C  2.25551  3.15963  -1.33391
C  1.92794  1.29649  -3.41866
H  4.34352  1.28218  -1.85495
H  3.63440  -0.34323  -1.56151
H  3.82385  0.75813  -0.21675
H  3.12717  3.45988  -1.92088
H  2.43665  3.32825  -0.27423
H  1.39425  3.75828  -1.63603
H  2.86824  1.69440  -3.80837
H  1.10074  1.87072  -3.83973
H  1.81751  0.26003  -3.73949

## Properties
**Gap between HOMO and LUMO**: 5.78 eV
**HOMO energy**: -4.06 eV
**Charge**: -1

Atomic partial charges in e from the Löwdin method, atoms 1 to 8:
1 Zr 1.172
2 Cl 0.663
3 C -0.599
4 C -0.693
5 Cl 0.631
6 C -0.597
7 Cl 0.682
8 C -0.421

---

[3]
Here is a single C24H21NO3 molecule at a distorted geometry from the Open Molecules 2025 dataset. Energies are from ωB97M-V/def2-TZVPD.

Element x y z (Å)
O  3.23059  -0.14947  -3.62222
C  -0.81178  0.96296  -0.11755
C  -1.40254  0.38981  0.78151
O  4.76147  1.43374  -4.25647
O  -5.29232  -4.08226  6.05437
C  4.03264  0.73354  -3.33608
C  -6.20984  -3.09875  6.08020
C  -4.35208  -3.73603  5.11430
C  -5.78304  -2.04634  5.28443
C  -4.57051  -2.47366  4.63495
C  -0.11098  1.59535  -1.15909
C  1.25047  1.92339  -0.96278
C  -2.28430  2.50059  -4.66457
C  -2.76334  2.90211  -3.42354
C  -1.06812  1.77564  -4.81199
C  -3.29151  0.25379  2.35945
C  -1.77363  -1.61100  2.20308
C  -4.09221  -0.44459  3.24934
C  -2.55312  -2.30289  3.13629
C  -2.02476  2.58236  -2.29513
C  -0.35439  1.49586  -3.67527
C  -2.13310  -0.30538  1.81090
C  -3.72523  -1.73752  3.64777
C  -0.81194  1.90008  -2.38908
N  3.56256  2.53281  -1.59237
C  3.98576  3.33424  -0.42611
C  4.18217  1.18516  -1.83530
C  2.13118  2.70323  -1.92219
H  4.47235  1.05431  -5.12347
H  -7.18791  -3.14474  6.60775
H  -3.53694  -4.40336  4.83957
H  -6.35846  -1.13212  5.13549
H  1.69028  1.66958  -0.00939
H  -2.90351  2.79535  -5.52686
H  -3.73408  3.42658  -3.39602
H  -0.72195  1.45933  -5.78656
H  -3.59777  1.29018  2.07579
H  -0.87000  -2.08374  1.82485
H  -5.01286  -0.07837  3.61299
H  -2.24624  -3.27391  3.47424
H  -2.36642  2.92647  -1.32634
H  0.54660  0.90484  -3.64108
H  3.65754  4.38406  -0.49729
H  3.48790  2.93222  0.43841
H  5.08427  3.27324  -0.28890
H  3.72714  0.41496  -1.20654
H  5.23675  1.20955  -1.56599
H  1.96552  2.42300  -2.97145
H  1.86192  3.75110  -1.85432

## Properties
**Gap between HOMO and LUMO**: 8.29 eV
**SMILES**: CN(C/C=C(/C#Cc1ccc(-c2ccoc2)cc1)c1ccccc1)CC(=O)O
**HOMO energy**: -7.93 eV
**Relative energy (zero: lowest compared OMol25 entry of this formula, charge and spin)**: 411.67 kJ/mol

Atomic partial charges in e from the Löwdin method, atoms 1 to 8:
1 O 0.070
2 C 0.023
3 C 0.058
4 O 0.091
5 O 0.002
6 C -0.458
7 C -0.121
8 C -0.056

---

[4]
Here is a molecular structure, C32H76FeN2O10 at a distorted geometry from the Open Molecules 2025 dataset. Energies are from ωB97M-V/def2-TZVPD.

Element x y z (Å)
Fe  1.50442  -1.79857  -0.15565
C  -1.46258  -3.22727  -2.92866
C  -0.88721  -4.54445  -2.30656
C  -1.37098  -5.66104  -3.30343
C  -0.48558  -5.88531  -4.48988
C  0.93190  -6.14844  -4.09988
C  1.58324  -4.98963  -3.29357
N  0.63710  -4.64498  -2.18516
O  1.25748  -3.79217  -1.15666
C  1.77301  -3.77801  -4.27279
C  2.98243  -5.50060  -2.74005
C  -1.62761  -4.91796  -0.95458
H  -1.05861  -2.34220  -2.43718
H  -2.54941  -3.25897  -2.85189
H  -1.19793  -3.09180  -3.97733
H  -2.29334  -5.31105  -3.76695
H  -1.69552  -6.61609  -2.89032
H  -0.46565  -5.00212  -5.12838
H  -0.82798  -6.72615  -5.09308
H  1.48177  -6.45236  -4.99059
H  1.12177  -7.03111  -3.48919
H  2.38115  -2.92857  -3.96181
H  0.89274  -3.24843  -4.63719
H  2.18026  -4.02348  -5.25361
H  2.80301  -6.43968  -2.21655
H  3.43606  -4.73370  -2.11220
H  3.70158  -5.72316  -3.52834
H  -2.67464  -4.61542  -0.97205
H  -1.15177  -4.23945  -0.24655
H  -1.53567  -5.95204  -0.62243
C  -0.77686  1.61462  -0.09089
C  0.08701  0.34475  -0.00494
O  1.19666  0.36667  0.57254
O  -0.19875  -0.67793  -0.68582
H  -1.28392  1.71813  -1.05020
H  -0.32596  2.59873  0.03685
H  -1.52576  1.61656  0.70110
C  4.36318  3.85066  -0.80375
C  3.26896  3.06125  -0.09673
O  2.36526  2.57979  -1.03463
H  5.21212  4.12774  -0.17875
H  4.03216  4.79472  -1.23651
H  4.97692  3.32780  -1.53726
H  2.85083  3.72567  0.65945
H  3.65335  2.18439  0.42429
H  1.86084  1.86992  -0.63060
C  -4.54503  0.42143  0.84425
C  -5.37005  1.64845  0.58197
O  -6.70196  1.39806  1.01681
H  -3.67539  0.42169  0.18711
H  -5.12856  -0.47284  0.62542
H  -4.18487  0.41051  1.87297
H  -5.37092  1.78764  -0.49911
H  -4.94217  2.54597  1.02860
H  -7.14262  1.38154  0.16408
C  4.51499  0.30214  -2.53183
C  4.02768  -1.03097  -2.06011
O  2.70552  -0.83421  -1.63530
H  4.10775  0.64618  -3.48257
H  5.59977  0.24246  -2.62009
H  4.30080  1.09744  -1.81788
H  4.67541  -1.47822  -1.30611
H  3.95779  -1.70134  -2.91675
H  2.28367  -0.26116  -2.27971
C  -0.60984  5.22463  1.92738
C  0.05037  6.02871  0.87787
O  -0.79647  7.15225  0.81304
H  -1.52393  4.64757  1.78759
H  -0.75895  5.78841  2.84826
H  -0.02452  4.35039  2.21237
H  0.13828  5.45127  -0.04242
H  1.00139  6.43473  1.22255
H  -0.65990  7.52957  -0.05907
C  -3.48777  4.07797  -1.05149
C  -2.50133  4.46046  -2.11218
O  -3.19404  5.08685  -3.18757
H  -4.29934  3.54137  -1.54293
H  -4.02747  4.95487  -0.69388
H  -2.99144  3.48892  -0.28028
H  -1.94880  3.65394  -2.59420
H  -1.71008  5.11961  -1.75504
H  -2.63999  5.71817  -3.65239
C  -0.48140  1.41664  -4.04151
C  0.38129  0.18911  -4.08534
O  1.65756  0.60235  -3.73152
H  -1.52126  1.25869  -3.75544
H  -0.39777  1.80870  -5.05511
H  -0.08195  2.13278  -3.32339
H  0.41421  -0.41215  -4.99391
H  0.10010  -0.47245  -3.26598
H  1.66265  1.56080  -3.67727
C  1.24439  1.37100  6.19949
C  1.27720  0.35348  5.03754
C  1.55880  -1.05236  5.56531
C  0.35537  -1.70992  6.22300
C  -0.86021  -1.68308  5.33471
C  -1.14007  -0.27950  4.75777
N  0.04062  0.33858  4.20203
O  -0.20289  1.61579  3.65505
C  -2.09249  -0.50864  3.55474
C  -1.82078  0.58785  5.82925
C  2.43123  0.68415  4.07636
H  0.89117  2.33414  5.83110
H  2.24514  1.38558  6.63121
H  0.59171  1.04564  7.00959
H  1.83568  -1.66967  4.71070
H  2.41931  -0.94614  6.22587
H  0.12943  -1.19210  7.15516
H  0.62182  -2.74588  6.43253
H  -1.78424  -1.99061  5.82430
H  -0.71367  -2.42651  4.55116
H  -3.01934  -0.98883  3.86856
H  -2.33974  0.47994  3.16786
H  -1.61127  -1.04523  2.73706
H  -1.53152  0.40549  6.86422
H  -1.75265  1.64545  5.57439
H  -2.89188  0.40161  5.90770
H  2.44261  1.76592  3.94312
H  2.35659  0.33277  3.04725
H  3.40896  0.33206  4.40526
H  -0.09055  1.36045  2.73648

## Properties
**Gap between HOMO and LUMO (alpha / beta)**: 6.12 / 5.72 eV
**2S+1**: 5
**HOMO energy (alpha / beta)**: -6.59 / -6.38 eV

Atomic partial charges in e from the Löwdin method, atoms 1 to 8:
1 Fe 1.041
2 C -0.035
3 C -0.417
4 C -0.164
5 C -0.209
6 C -0.170
7 C -0.447
8 N -0.104

---

E_tot readings, ordered: -17834.578, -156791.089, -32857.837, -92252.741 eV